Computed, not measured: a cluster of 9 separate species, C3H24O9 in total at a distorted geometry, with wB97M-V/def2-TZVPD.

The geometry in XYZ format:
```
36
Properties=species:S:1:pos:R:3:forces:R:3
O -28.5254 -0.7726 0.1271 -0.2 0.2 0.1
O -36.1965 5.7367 -1.1485 -3.3 1.7 -1.1
O -32.1999 0.9330 0.6551 -0.1 0.3 0.0
O -29.4321 0.3713 6.2364 -0.1 -0.9 0.1
O -33.7321 -2.6504 -0.5437 0.0 0.2 0.3
O -35.1106 -2.5376 3.6346 -0.2 0.2 0.0
O -38.2791 -0.1643 1.7752 -0.7 0.3 0.0
O -29.1920 5.2666 -0.2163 -0.1 0.2 -0.2
O -30.2722 3.1407 -3.1619 0.1 -0.1 -0.2
C -29.9954 0.5641 4.9429 -0.2 1.4 0.4
C -37.8427 1.1091 1.3035 0.6 -0.6 0.1
C -34.9625 5.4192 -0.7368 2.2 -1.3 0.5
H -34.6425 -2.6710 2.8104 0.1 0.0 -0.3
H -30.7041 2.6040 -2.4973 -0.2 -0.2 0.2
H -31.2502 0.8164 0.6807 0.3 -0.1 0.0
H -34.3324 5.1548 -1.5860 0.4 -0.2 0.0
H -37.7102 1.8502 2.0917 0.0 -0.1 0.3
H -35.0619 4.5703 -0.0603 0.8 -0.2 0.3
H -28.3531 4.9078 -0.5058 0.3 -0.1 -0.1
H -29.5439 4.6042 0.3784 -0.1 -0.1 0.2
H -28.7149 0.9468 6.5122 -0.1 0.3 -0.7
H -30.2414 4.0176 -2.7794 0.0 0.3 0.1
H -37.5407 -0.6241 2.1813 0.1 0.1 0.1
H -34.4729 6.2564 -0.2394 -0.3 0.0 0.1
H -34.6799 -3.1272 4.2535 0.1 -0.1 0.2
H -36.5746 5.0734 -1.7304 0.2 0.0 0.1
H -28.3879 -1.6496 0.4851 0.0 -0.2 0.1
H -33.0352 -3.3034 -0.6075 0.2 -0.2 0.0
H -32.5478 0.0474 0.5509 -0.2 -0.3 -0.1
H -36.8811 0.9164 0.8277 0.1 0.6 -0.4
H -38.5586 1.5365 0.6014 0.0 -0.4 -0.1
H -33.9930 -2.4884 -1.4503 -0.1 0.1 -0.2
H -29.3904 1.1530 4.2536 0.6 -0.5 -0.1
H -30.8561 1.2245 5.0484 -0.5 -0.2 0.1
H -30.3277 -0.3758 4.5020 0.3 0.0 0.2
H -27.8052 -0.6502 -0.4915 0.2 0.1 -0.2
```
Forces are in eV/Å.

Output
Largest force on an atom, Eh/bohr: 0.0740
HOMO level, eV: -10.1
Calculated total energy, eV: -21925.571
M, g/mol: 204.2
2S+1: 1
Relative energy (zero: lowest compared OMol25 entry of this formula, charge and spin), kcal per mole: 77.46
Gap between HOMO and LUMO, hartree: 0.3662
Structure (SMILES): CO.CO.CO.O.O.O.O.O.O